Record 1
{"formula": "CH3I2O2P", "method": "ωB97M-V/def2-TZVPD", "de_lowest_kcal_mol": 113.48, "molar_mass_g_mol": 331.81, "gap_ev": 6.9, "energy_ha": -1127.0125, "homo_energy_ev": -8.82, "elements": ["C", "O", "O", "P", "I", "I", "H", "H", "H"], "positions_angstrom": [[-1.628, 0.129, 0.247], [3.058, 0.320, -1.316], [0.673, 0.764, 0.317], [-0.078, -0.101, -0.805], [2.765, 0.655, 0.417], [0.573, -2.416, -0.202], [-1.401, -0.276, 1.236], [-1.466, 1.212, 0.354], [-2.496, -0.286, -0.248]], "forces_ev_per_a": [[1.78, -0.07, -0.37], [0.42, -0.02, -0.25], [2.98, 0.71, 1.34], [-1.31, -0.68, -0.29], [-1.86, 0.14, -0.23], [-0.05, -0.17, 0.06], [-0.34, -0.26, -0.23], [-1.29, -0.08, -0.19], [-0.33, 0.42, 0.17]], "mulliken_charge": [-0.928, -0.578, -0.463, 0.257, 0.850, -0.122, 0.336, 0.287, 0.361]}

---

Record 2
{"formula": "CH3I3Si", "method": "ωB97M-V/def2-TZVPD", "de_lowest_kcal_mol": 158.15, "molar_mass_g_mol": 423.83, "gap_ev": 6.8, "energy_ha": -1222.3414, "homo_energy_ev": -8.17, "elements": ["C", "Si", "I", "I", "I", "H", "H", "H"], "positions_angstrom": [[-1.287, -2.638, -0.399], [-0.027, -0.149, -0.245], [-3.377, -2.202, -0.867], [-0.264, -3.612, -1.927], [-1.033, -3.659, 1.480], [-0.796, 0.292, 0.809], [1.392, -0.288, 0.274], [-0.364, 0.449, -1.460]], "forces_ev_per_a": [[0.70, 2.63, 0.64], [0.44, -3.82, 0.73], [0.89, -0.22, 0.23], [0.11, -0.35, -0.52], [-0.19, 0.33, -0.41], [-1.29, 0.86, 1.59], [-0.60, -0.05, -0.74], [-0.04, 0.62, -1.53]], "mulliken_charge": [-0.792, 0.621, 0.092, 0.153, 0.110, -0.086, -0.038, -0.060]}

---

Record 3
{"formula": "CH3IN2O", "method": "ωB97M-V/def2-TZVPD", "de_lowest_kcal_mol": 48.15, "molar_mass_g_mol": 185.95, "gap_ev": [7.7, 7.7], "energy_ha": -522.2402, "homo_energy_ev": [-8.42, -8.41], "elements": ["C", "N", "N", "O", "I", "H", "H", "H"], "positions_angstrom": [[0.298, -0.987, 0.808], [-0.748, 1.058, -0.788], [0.106, 0.063, -0.866], [-0.670, -1.257, 1.406], [2.217, -2.036, 1.134], [-1.729, 0.860, -0.689], [-0.450, 1.813, 0.026], [0.978, 0.485, -1.029]], "forces_ev_per_a": [[-0.88, 0.77, -1.85], [0.47, 4.13, 3.45], [-0.58, -3.27, 1.51], [0.74, 0.57, -0.40], [-0.20, 0.32, -0.18], [-0.10, -0.65, -0.04], [-1.28, -2.02, -2.70], [1.83, 0.15, 0.20]], "mulliken_charge": [0.263, -0.359, -0.309, -0.336, -0.042, 0.256, 0.258, 0.270]}

---

Record 4
{"formula": "CH3IN2O", "method": "ωB97M-V/def2-TZVPD", "de_lowest_kcal_mol": 2.57, "molar_mass_g_mol": 185.95, "gap_ev": 9.8, "energy_ha": -522.3128, "homo_energy_ev": -9.46, "elements": ["C", "N", "N", "O", "I", "H", "H", "H"], "positions_angstrom": [[0.900, -0.762, 0.365], [-1.387, 0.209, -0.027], [-0.015, 0.146, -0.223], [0.710, -1.835, 0.838], [2.790, 0.290, 0.362], [-1.901, -0.288, -0.774], [-1.566, 1.180, -0.012], [0.469, 1.060, -0.530]], "forces_ev_per_a": [[-1.98, 1.22, -0.10], [-0.31, -1.83, -0.05], [3.38, 1.01, -0.55], [0.08, 0.56, -0.40], [0.44, -0.28, -0.02], [0.47, 0.69, 0.46], [-0.93, 0.90, 0.04], [-1.16, -2.27, 0.61]], "mulliken_charge": [0.454, -0.559, -0.070, -0.422, -0.085, 0.245, 0.231, 0.206]}

---

Record 5
{"formula": "CH3INOP", "method": "ωB97M-V/def2-TZVPD", "de_lowest_kcal_mol": 82.62, "molar_mass_g_mol": 202.92, "gap_ev": [6.7, 6.7], "energy_ha": -808.8145, "homo_energy_ev": [-7.96, -7.96], "elements": ["C", "N", "O", "P", "I", "H", "H", "H"], "positions_angstrom": [[1.606, -1.728, 3.383], [1.443, -1.244, 2.301], [3.677, -0.939, 1.540], [2.430, -0.371, 1.149], [2.006, -1.934, 5.329], [-0.133, 0.325, 1.427], [1.916, -1.223, 0.112], [-0.581, -0.271, 1.322]], "forces_ev_per_a": [[-0.95, 1.81, -3.18], [-0.75, -3.13, 5.64], [5.12, -1.37, 1.02], [-2.62, 2.51, -2.62], [-0.05, -0.07, -0.40], [-0.41, -0.16, -0.16], [-0.42, 0.05, -0.27], [0.07, 0.37, -0.04]], "mulliken_charge": [0.075, -0.078, -0.521, 0.142, 0.370, -0.061, 0.010, 0.064]}

---

Record 6
{"formula": "CH3INOP", "method": "ωB97M-V/def2-TZVPD", "de_lowest_kcal_mol": 18.85, "molar_mass_g_mol": 202.92, "gap_ev": 10.1, "energy_ha": -808.9161, "homo_energy_ev": -9.60, "elements": ["C", "N", "O", "P", "I", "H", "H", "H"], "positions_angstrom": [[0.199, -1.506, -0.181], [-0.602, -0.573, -0.263], [0.764, -2.524, -0.217], [-1.103, 0.881, 0.348], [3.099, 0.356, 0.155], [1.970, 1.346, -0.052], [-2.522, 0.595, 0.874], [-1.806, 1.426, -0.665]], "forces_ev_per_a": [[-2.40, 1.13, -0.36], [1.78, -2.66, -0.46], [0.29, 0.58, 0.15], [-1.28, 0.60, 2.71], [1.73, -1.45, 0.31], [-1.68, 1.53, -0.29], [1.85, -0.19, -0.24], [-0.29, 0.45, -1.82]], "mulliken_charge": [0.593, -0.201, -0.388, -0.137, -0.060, 0.051, 0.083, 0.059]}

---

Record 7
{"formula": "CH3IO2S", "method": "ωB97M-V/def2-TZVPD", "de_lowest_kcal_mol": 122.58, "molar_mass_g_mol": 206.00, "gap_ev": [6.2, 6.2], "energy_ha": -886.0337, "homo_energy_ev": [-8.72, -8.77], "elements": ["C", "O", "O", "S", "I", "H", "H", "H"], "positions_angstrom": [[-1.188, 0.385, -0.030], [-0.779, -0.865, 0.591], [0.404, -1.033, 1.128], [2.219, -1.111, -0.670], [2.999, 1.046, -0.473], [-1.180, 0.019, -1.012], [-0.341, 1.024, 0.161], [-2.134, 0.535, 0.305]], "forces_ev_per_a": [[4.37, -1.88, 0.38], [-0.84, -2.02, 0.82], [1.22, 1.33, -1.84], [-1.61, -0.37, 1.31], [0.05, 0.31, 0.10], [-0.20, 0.40, -1.95], [-0.43, 1.09, 0.02], [-2.55, 1.14, 1.17]], "mulliken_charge": [-0.458, -0.020, -0.259, -0.142, 0.144, 0.279, 0.194, 0.262]}

---

Record 8
{"formula": "CH3IO3P", "method": "ωB97M-V/def2-TZVPD", "total_charge": -1, "de_lowest_kcal_mol": 105.45, "molar_mass_g_mol": 220.91, "gap_ev": [7.3, 7.3], "energy_ha": -904.6827, "homo_energy_ev": [-4.47, -4.48], "elements": ["C", "O", "O", "O", "P", "I", "H", "H", "H"], "positions_angstrom": [[0.062, 0.057, 0.226], [2.332, -1.556, 2.686], [1.860, -2.225, -0.443], [0.747, -0.173, 1.403], [1.346, -1.659, 1.654], [-0.795, -2.827, 2.196], [0.105, -0.763, -0.448], [0.434, 1.129, -0.266], [-1.029, 0.225, 0.394]], "forces_ev_per_a": [[-1.27, 3.76, -1.44], [1.50, -0.45, 2.26], [-1.30, 1.02, 5.00], [0.40, -0.35, 0.77], [0.00, -0.30, -7.36], [0.01, -0.21, 0.19], [0.72, -0.55, -0.86], [-0.62, -2.91, 1.05], [0.56, -0.01, 0.39]], "mulliken_charge": [-0.671, -0.561, -0.778, -0.253, 0.678, -0.205, 0.371, 0.164, 0.254]}

---

Record 9
{"formula": "CH3IO3S", "method": "ωB97M-V/def2-TZVPD", "de_lowest_kcal_mol": 49.37, "molar_mass_g_mol": 222.00, "gap_ev": [7.6, 6.7], "energy_ha": -961.3840, "homo_energy_ev": [-10.45, -10.10], "elements": ["C", "O", "O", "O", "S", "I", "H", "H", "H"], "positions_angstrom": [[-0.370, -0.810, -0.334], [0.825, 1.556, 0.318], [-1.401, 2.432, 0.815], [-1.122, 0.307, -0.491], [-0.510, 1.793, -0.073], [3.037, -1.945, 0.538], [0.236, -0.921, -1.214], [-0.930, -1.811, -0.138], [0.235, -0.602, 0.580]], "forces_ev_per_a": [[1.74, -2.59, 1.88], [2.28, -0.06, 0.43], [-1.47, 0.83, 0.86], [-2.87, 2.98, -0.19], [-0.75, -1.89, -1.54], [0.03, 0.01, 0.00], [0.64, -0.48, -0.23], [0.27, 2.13, -0.47], [0.14, -0.94, -0.74]], "mulliken_charge": [-0.505, -0.453, -0.394, -0.276, 0.857, 0.042, 0.344, 0.244, 0.140]}

---

Record 10
{"formula": "CH3IrN5SbSe4Te", "method": "ωB97M-V/def2-TZVPD", "total_charge": -2, "de_lowest_kcal_mol": 2.40, "molar_mass_g_mol": 842.49, "gap_ev": 5.1, "energy_ha": -10532.0690, "homo_energy_ev": -0.68, "elements": ["Ir", "Se", "Sb", "Se", "Se", "Se", "N", "N", "N", "C", "N", "N", "H", "H", "H", "Te"], "positions_angstrom": [[-0.110, 0.336, 0.832], [3.408, 2.039, 3.317], [2.703, -0.201, 2.724], [2.180, -0.228, 0.299], [0.244, -0.467, 3.090], [3.967, -2.075, 3.556], [-1.357, 5.232, -0.664], [-0.567, 4.126, -0.353], [0.734, 4.205, -0.225], [1.050, 2.955, 0.052], [-0.055, 2.162, 0.066], [-1.092, 2.943, -0.195], [-1.053, 5.968, -0.033], [-2.297, 4.957, -0.393], [2.036, 2.601, 0.290], [-2.117, -0.250, -0.545]], "forces_ev_per_a": [[-0.64, -0.19, 0.32], [0.04, 0.17, 0.06], [0.62, -0.12, 0.46], [0.16, -0.11, -0.54], [-0.37, 0.03, -0.06], [0.21, -0.12, 0.09], [-0.01, 0.05, 0.10], [-0.12, -0.28, -0.03], [0.06, 0.13, -0.08], [-0.15, -0.26, 0.01], [-0.02, 0.71, -0.17], [0.20, 0.13, 0.07], [-0.03, 0.00, 0.00], [0.00, -0.01, -0.08], [0.09, -0.08, 0.04], [-0.04, -0.05, -0.19]], "mulliken_charge": [0.743, -0.754, 0.787, -0.665, -0.535, -0.736, -0.636, 1.148, -0.912, -0.111, -0.129, -0.432, 0.268, 0.310, 0.411, -0.756]}

---

Record 11
{"formula": "CH3N", "method": "ωB97M-V/def2-TZVPD", "de_lowest_kcal_mol": 105.78, "molar_mass_g_mol": 29.04, "gap_ev": [10.4, 8.3], "energy_ha": -94.4546, "homo_energy_ev": [-10.20, -8.38], "elements": ["C", "N", "H", "H", "H"], "positions_angstrom": [[-0.243, -0.293, 0.132], [-0.934, 0.710, -0.070], [2.024, 0.647, -0.195], [-0.216, -1.293, -0.164], [-1.838, 0.553, -0.545]], "forces_ev_per_a": [[0.35, 3.21, -0.17], [0.09, -1.31, 0.20], [-0.41, -0.29, 0.18], [-0.18, -1.74, -0.32], [0.15, 0.13, 0.12]], "mulliken_charge": [-0.108, -0.394, 0.001, 0.262, 0.239]}

---

Record 12
{"formula": "CH3N2O", "method": "ωB97M-V/def2-TZVPD", "total_charge": 1, "de_lowest_kcal_mol": 36.25, "molar_mass_g_mol": 59.05, "gap_ev": [8.6, 7.6], "multiplicity": 3, "energy_ha": -224.1027, "homo_energy_ev": [-14.89, -16.44], "elements": ["C", "N", "N", "O", "H", "H", "H"], "positions_angstrom": [[-0.428, -0.304, 0.316], [-0.487, 0.041, -1.145], [0.547, -0.207, 1.128], [-0.803, -0.203, -2.379], [-0.750, 1.073, -0.889], [0.350, -0.018, 2.177], [1.571, -0.381, 0.791]], "forces_ev_per_a": [[-0.49, -1.11, -1.23], [-0.14, 4.70, 1.98], [1.08, -0.28, 0.04], [0.18, -1.78, 1.65], [0.79, -1.54, -1.14], [0.47, -0.67, -2.09], [-1.89, 0.68, 0.78]], "mulliken_charge": [0.377, 0.033, -0.251, -0.176, 0.316, 0.359, 0.343]}